Entry 1:
# C18H15Cl2NO4S

An isolated molecule of C18H15Cl2NO4S (wB97M-V/def2-TZVPD, the OMol25 dataset).

Cartesian coordinates (Å):
Cl 3.20 -2.27 1.66
Cl 0.48 -3.81 1.37
S 1.11 1.97 1.48
O 3.48 -0.11 -0.36
O -1.42 -2.40 -0.32
O 1.43 2.40 2.81
O 1.27 2.91 0.41
N 2.05 0.59 1.30
C 1.13 0.11 -0.90
C 1.93 -1.67 0.68
C -0.35 -1.83 -0.28
C -1.46 1.75 0.53
C -0.98 -0.21 -2.02
C -0.05 -0.62 -1.07
C 0.77 -2.32 0.56
C 3.82 -0.93 -1.45
C -2.68 1.12 0.42
C -0.75 0.90 -2.80
C -2.02 -0.46 2.10
C -0.52 1.26 1.41
C 0.43 1.61 -2.65
C -2.97 0.00 1.19
C -4.25 -0.75 1.01
C -0.79 0.17 2.21
C 2.17 -0.26 0.13
C 1.37 1.22 -1.71
H -2.24 -1.32 2.71
H -1.48 1.21 -3.53
H 0.63 2.48 -3.26
H 4.86 -0.69 -1.68
H 2.28 1.77 -1.58
H 2.89 0.63 1.84
H -4.97 -0.17 0.44
H -0.04 -0.18 2.91
H 3.19 -0.72 -2.32
H -4.05 -1.68 0.48
H -1.89 -0.80 -2.12
H 3.74 -1.99 -1.20
H -1.20 2.61 -0.07
H -3.42 1.49 -0.28
H -4.69 -1.00 1.98

SMILES string = CO[C@]1(NS(=O)(=O)c2ccc(C)cc2)C(Cl)=C(Cl)C(=O)c2ccccc21
E_HOMO = -9.45 eV
E_tot = -2369.1943 a.u.
HOMO-LUMO gap = 8.699 eV
largest force on an atom = 0.8 eV/A

Entry 2:
# C20H16N3O2SW

A structure of composition C20H16N3O2SW (wB97M-V/def2-TZVPD, the OMol25 dataset).

Cartesian coordinates (Å):
W -0.72 -0.42 -0.67
S -2.57 -0.48 2.18
O 1.08 -0.63 -1.46
O -0.52 1.62 -1.35
N -2.47 -0.64 0.50
N -4.79 -1.03 0.29
N -2.08 -0.14 -1.90
C -3.26 -1.11 -4.03
C -3.38 -0.61 -1.69
C -4.00 -1.36 2.54
C 0.25 -1.06 -2.41
C -2.31 0.08 -4.36
C -4.20 -1.83 3.84
C -1.46 -2.76 -2.85
C -1.13 -0.91 -4.64
C -0.91 3.11 -3.18
C -6.45 -2.47 3.22
C -1.58 0.53 -3.08
C -1.01 1.83 -2.48
C -5.42 -2.38 4.17
C -3.60 -0.76 -0.24
C -4.03 -1.11 -2.75
C -1.97 -2.08 -4.08
C -5.03 -1.47 1.59
C -6.26 -2.02 1.93
C -0.37 -2.35 -2.13
C -0.26 -0.24 -3.57
H 0.12 -3.04 -1.43
H -5.59 -1.02 -0.34
H -0.27 3.81 -2.64
H -0.56 2.95 -4.20
H -5.00 -1.57 -2.69
H -2.15 -2.88 -4.81
H 0.50 0.43 -3.97
H -0.70 -1.05 -5.63
H -1.94 -3.69 -2.56
H -7.05 -2.11 1.19
H -3.41 -1.75 4.59
H -1.93 3.52 -3.27
H -5.59 -2.74 5.18
H -7.40 -2.90 3.50
H -3.89 -1.34 -4.88
H -2.65 0.83 -5.07

E_HOMO (alpha / beta) = -17.02 / -17.01 eV
charge = +3
E_tot = -1550.5541 a.u.
HOMO-LUMO gap (alpha / beta) = 4.410 / 4.401 eV
largest force on an atom = 1.8 eV/A

Entry 3:
# C8H12O2

A cluster of 2 separate species, C8H12O2 in total (wB97M-V/def2-TZVPD, the OMol25 dataset).

Cartesian coordinates (Å):
O -1.45 0.66 0.94
O 1.20 3.59 1.71
C 4.76 4.20 1.20
C 2.82 2.39 0.35
C 5.11 3.18 0.32
C -0.21 -0.61 2.52
C 3.45 4.33 1.66
C -1.59 -0.12 2.14
C 2.48 3.42 1.23
C 4.14 2.27 -0.10
H 3.15 5.13 2.35
H 0.63 2.88 1.33
H 0.46 0.25 2.70
H 2.05 1.68 0.02
H -2.27 -0.97 1.96
H 0.21 -1.23 1.72
H -0.27 -1.21 3.44
H 6.14 3.08 -0.03
H 4.40 1.46 -0.79
H -2.34 0.98 0.68
H 5.51 4.92 1.54
H -2.02 0.50 2.95

SMILES string = Oc1ccccc1.CCO
E_HOMO = -8.49 eV
E_tot = -462.4995 a.u.
HOMO-LUMO gap = 9.213 eV
largest force on an atom = 1.2 eV/A

Entry 4:
# C4H6O2

A structure of composition C4H6O2 (wB97M-V/def2-TZVPD, the OMol25 dataset).

Cartesian coordinates (Å):
O -0.76 -1.88 -1.37
O 0.72 -0.57 1.55
C 0.37 0.13 -0.71
C 0.09 -1.06 -1.60
C -0.23 -0.14 0.66
C -0.27 1.00 1.55
H 0.71 -1.13 -2.52
H 1.45 0.33 -0.67
H -0.59 0.93 2.57
H -0.12 1.00 -1.16
H -1.17 -0.64 0.57
H -0.19 2.04 1.14

E_HOMO = -9.81 eV
E_tot = -306.3588 a.u.
HOMO-LUMO gap = 9.538 eV
largest force on an atom = 2.5 eV/A